[1]
{
  "formula": "C25H64CaN3O11",
  "method": "the ωB97M-V functional and the def2-TZVPD basis",
  "orbital_gap_ev": 6.60,
  "charge": 1,
  "total_energy_ev": -72383.49209,
  "homo_ev": -10.382,
  "species": ["H", "H", "H", "H", "C", "C", "C", "C", "H", "C", "H", "O", "H", "C", "H", "C", "H", "H", "C", "C", "C", "O", "N", "H", "H", "H", "C", "H", "H", "H", "N", "H", "H", "O", "H", "H", "C", "H", "O", "H", "N", "C", "C", "C", "C", "C", "H", "H", "H", "H", "H", "H", "C", "C", "H", "H", "H", "O", "H", "C", "H", "C", "H", "O", "H", "H", "H", "H", "H", "O", "H", "H", "H", "C", "C", "H", "C", "H", "H", "H", "H", "H", "C", "H", "H", "H", "O", "O", "O", "H", "H", "H", "H", "H", "H", "H", "O", "H", "H", "Ca", "H", "H", "H", "H"],
  "positions_angstrom": [[28.29450, 27.49521, 8.13847], [31.47896, 30.89091, 9.48278], [29.43314, 26.13674, 8.14345], [30.62614, 29.42241, 13.48316], [25.50530, 29.94141, 8.11929], [27.15292, 27.98826, 4.46272], [28.83386, 27.48973, 13.06343], [25.47574, 29.77249, 9.60393], [30.09872, 29.67283, 8.19677], [27.77437, 26.81712, 12.23654], [21.50927, 30.09224, 3.70555], [34.85261, 31.10911, 11.69456], [23.63803, 24.71216, 7.36945], [29.15243, 32.79609, 6.88837], [18.81988, 28.49451, 4.10167], [29.65233, 29.52832, 13.96124], [24.37934, 26.68494, 7.57878], [29.30603, 29.76412, 9.60597], [19.34750, 29.03017, 4.89084], [27.81898, 36.11292, 11.12136], [22.35865, 28.00474, 12.29846], [21.51886, 29.13229, 3.70340], [28.86136, 34.17631, 7.46310], [26.05926, 26.04591, 7.40627], [33.09132, 31.69982, 7.02808], [22.61991, 28.48937, 6.12650], [34.32984, 30.72651, 12.96778], [34.53611, 28.83308, 10.16679], [28.30334, 35.71096, 12.01127], [29.78503, 27.19839, 12.61789], [32.62163, 29.30286, 9.26343], [27.84092, 27.15657, 11.20288], [27.51529, 36.36499, 8.46089], [24.59836, 30.27988, 10.33538], [33.21273, 28.94764, 11.26743], [33.30673, 30.94576, 13.27315], [33.61147, 29.38043, 10.34993], [26.08328, 35.58204, 9.07347], [27.92904, 35.20511, 9.98349], [26.79658, 36.33522, 11.42694], [26.41312, 27.08239, 12.84586], [34.01068, 30.92268, 10.59148], [30.62218, 32.75632, 6.51868], [27.12367, 35.40602, 8.80018], [25.49480, 26.09106, 12.22083], [27.44733, 34.21218, 7.74658], [25.61386, 25.13779, 12.73581], [26.56192, 26.92340, 13.83210], [32.39175, 28.35347, 9.00672], [21.10204, 28.85346, 6.98778], [21.96699, 30.05102, 5.89414], [29.55359, 29.20436, 14.99729], [25.04847, 26.04973, 6.99837], [29.34879, 27.22229, 8.09284], [19.41454, 30.10699, 4.73573], [34.70296, 29.72627, 13.18777], [23.42131, 25.70324, 12.03334], [26.45403, 29.17144, 10.23145], [25.94666, 30.91407, 7.90198], [21.66819, 29.01780, 6.07095], [33.17495, 33.53163, 6.99413], [31.35263, 29.86154, 9.81823], [34.62082, 31.20088, 9.73216], [26.91149, 29.36155, 4.04005], [23.87428, 26.19127, 13.71722], [26.94689, 33.26112, 7.92864], [25.57856, 26.00193, 11.13772], [30.69067, 33.69236, 5.96438], [18.80654, 28.89092, 5.82683], [31.28952, 32.68191, 7.68105], [20.98132, 27.48941, 4.66818], [31.16085, 29.80117, 10.88953], [30.65989, 31.84396, 5.92347], [30.15697, 29.22547, 9.18903], [24.02171, 26.37009, 12.65215], [33.33539, 32.56346, 8.35781], [32.73931, 32.64181, 7.44861], [33.17980, 31.62810, 10.60245], [22.23682, 28.70847, 11.47504], [28.20435, 37.11180, 10.91688], [26.00995, 29.58987, 3.80193], [28.69908, 26.96990, 14.01197], [20.86274, 28.55665, 4.85537], [25.08691, 26.54170, 6.02647], [27.96556, 25.74442, 12.26584], [22.18517, 28.37153, 13.31012], [30.24104, 27.79468, 9.08469], [23.75857, 27.72440, 12.32450], [24.46059, 24.71794, 6.87452], [34.98903, 31.31954, 13.60173], [28.52609, 32.47817, 6.05487], [21.70462, 27.14417, 12.15789], [29.37323, 30.57453, 14.08628], [24.45173, 30.07197, 7.87222], [25.90662, 29.13317, 7.50791], [28.94815, 32.05567, 7.66176], [28.58884, 28.87474, 13.19256], [29.35951, 34.28286, 8.33522], [29.65362, 27.53127, 7.09299], [25.48280, 29.40925, 12.35836], [26.58787, 27.88518, 5.38910], [26.83377, 34.45754, 6.87972], [26.51916, 27.27357, 3.93768], [28.20115, 27.69854, 4.38940]]
}

***

[2]
{
  "formula": "C25H64N4NbO6",
  "method": "the ωB97M-V functional and the def2-TZVPD basis",
  "de_lowest_kcal_mol": 10.1,
  "orbital_gap_ev": 6.94,
  "charge": -1,
  "total_energy_ev": -46750.51637,
  "homo_ev": -4.475,
  "species": ["H", "C", "H", "H", "C", "H", "H", "H", "H", "H", "H", "H", "H", "H", "H", "H", "H", "N", "H", "H", "H", "H", "H", "H", "H", "H", "H", "O", "H", "O", "H", "C", "H", "C", "C", "Nb", "H", "C", "C", "H", "H", "C", "H", "H", "C", "H", "H", "C", "O", "C", "C", "O", "H", "C", "C", "H", "C", "H", "H", "H", "H", "H", "C", "H", "H", "H", "H", "H", "N", "H", "H", "O", "H", "N", "C", "H", "H", "H", "C", "C", "C", "H", "H", "H", "N", "H", "H", "H", "O", "C", "H", "C", "H", "C", "H", "H", "C", "H", "C", "H"],
  "positions_angstrom": [[7.21192, -0.39212, 2.84577], [4.65271, 0.56938, 2.79789], [-6.40571, 2.18162, -4.75844], [-1.36337, 2.22536, 0.63700], [-5.16274, 0.35184, 0.77785], [-1.78613, -0.18336, 0.88324], [-4.39754, 3.88082, -6.50095], [-1.85435, -7.08898, 1.02745], [3.84872, 5.87986, 0.57863], [-2.72873, 2.36490, -1.64580], [7.15919, 0.50344, 4.37074], [-1.53465, 2.27314, -5.00442], [-4.95174, 2.46279, -7.40137], [-6.10669, 2.91287, -3.16445], [-3.37691, 0.55509, -4.65095], [-0.22218, -3.81490, -1.82829], [2.60372, -0.75376, -1.42436], [1.47609, 4.79073, 2.74577], [0.61940, 3.79890, -1.64140], [2.19122, -6.55706, 4.53719], [6.33983, 2.26164, 1.98027], [3.45735, 3.45343, 0.27334], [-2.28591, -4.00975, -0.76408], [-0.29828, -7.90612, 1.24841], [-4.87986, -0.20312, 2.81040], [-1.08307, -7.08154, 2.60400], [-4.14976, -2.44683, -1.26126], [-0.20261, -2.21590, -0.55037], [-0.76467, -4.57371, 2.70882], [-4.47406, 2.08927, -4.01012], [2.17230, 6.40424, 0.77766], [6.78834, -0.38134, 3.85178], [3.33271, 6.69389, 2.06585], [-0.77252, -2.87470, -1.68704], [-3.22544, 2.09206, -6.13103], [-2.33051, 1.04658, -0.38903], [-4.00882, 1.89599, 1.66113], [1.35292, 4.26028, -0.98104], [-4.28772, 1.53035, 0.66412], [0.93214, -0.43714, -2.03483], [2.33091, 4.27663, -1.47860], [-5.69577, 2.76888, -4.16332], [1.34022, 0.03192, -0.41271], [-5.66715, 0.05023, -0.14319], [1.30513, -5.70376, 1.51508], [-5.57738, 3.75167, -4.63162], [-4.88203, 0.78399, -5.55908], [-2.95593, -0.70109, -1.69340], [1.39134, 3.47601, 0.18650], [5.88670, 2.62024, 2.91051], [-0.88995, -7.03238, 1.53162], [1.91248, -2.92598, -0.30381], [-2.74126, 1.34184, -6.76611], [1.55077, -6.72056, 3.66996], [1.54389, -0.72215, -1.17685], [-0.69703, 0.91761, -1.21980], [-3.14280, -2.07877, -1.02933], [-3.09844, -2.00416, 0.05873], [-3.47801, 3.31695, -7.88793], [4.87674, 0.76797, 5.42049], [-2.30407, -0.79332, -2.57074], [-0.22443, -5.63516, 0.06642], [5.26412, -0.40083, 3.81256], [5.12654, 0.45378, 1.81384], [-4.77844, 2.34296, 0.12230], [-0.62640, -2.26169, -2.58634], [-3.92104, -0.33484, -2.07591], [-2.58244, 3.46315, -4.79226], [-2.16114, 2.88710, -5.51638], [1.31228, 3.93342, 3.26413], [1.75603, -4.84438, 1.01914], [1.57918, -5.54392, 2.89838], [-5.99771, -1.30392, 1.82519], [-0.93230, -4.60181, 1.70689], [1.13996, -2.05906, -0.65469], [3.59382, 0.32710, 2.68407], [7.15690, -1.25282, 4.39120], [5.63660, 3.67462, 2.79335], [2.57735, 3.48417, 0.93611], [-0.18443, -5.73168, 1.15726], [-4.06774, 2.98764, -7.03279], [1.04155, 5.29181, -0.78556], [0.54623, -6.96953, 4.02497], [-2.56731, -3.55868, -2.44916], [4.74811, -0.20785, 5.16917], [0.68282, 4.85738, 2.11318], [1.93873, -7.57413, 3.10209], [3.49607, 4.37150, 2.61910], [4.68803, 1.92973, 3.18863], [-5.36885, -0.42266, 1.86417], [6.62071, 2.52774, 3.71618], [-2.20520, -3.18618, -1.48266], [2.56206, 2.55319, 1.50783], [2.68517, 4.64006, 1.93529], [-0.52752, -3.73932, 1.34690], [3.74374, -0.35387, 5.17637], [-4.03414, 1.30886, -5.09276], [4.95261, -1.39936, 3.49158], [3.03246, 5.98125, 1.29749], [1.80504, -6.61368, 1.15022]]
}